{
  "formula": "C9H14O",
  "method": "wB97M-V/def2-TZVPD",
  "gap_ev": 9.93,
  "e_tot_ha": -426.4734,
  "relative_energy_ev": 2.706,
  "e_homo_ha": -0.333,
  "e_lumo_ev": 0.868,
  "total_charge": 0,
  "elements": ["O", "C", "C", "C", "C", "C", "C", "C", "C", "C", "H", "H", "H", "H", "H", "H", "H", "H", "H", "H", "H", "H", "H", "H"],
  "coordinates": [[0.45032, -2.58985, -2.37067], [-1.03286, 0.17061, 1.57847], [0.03299, -1.63388, -1.33276], [1.00000, 1.39207, 0.91200], [-1.57078, 0.80104, 0.41662], [-1.02132, 1.72286, -0.39784], [0.33858, 1.96714, -0.16113], [-1.34123, -2.21693, -0.77285], [2.48740, 1.32713, 1.13623], [0.31884, 0.49346, 1.76374], [0.05573, -0.74248, -1.81386], [-1.50002, 2.24061, -1.20699], [-1.86666, -0.37079, 2.23013], [2.68635, 1.69765, 2.07549], [3.01783, 2.00968, 0.45705], [0.94916, 2.50815, -0.90630], [-2.30810, -2.13637, -1.40045], [1.15196, -3.15968, -2.18712], [-1.46261, -3.26001, -0.86855], [-2.60443, 0.64717, 0.38231], [-1.55702, -2.00914, 0.29067], [2.83315, 0.33374, 0.81413], [0.93978, 0.37621, 2.70617], [0.79251, -1.55695, -0.46221]],
  "forces_ev_per_a": [[-1.9, 2.1, -0.5], [-0.4, 0.9, -0.4], [0.2, -5.0, 2.3], [-0.6, -1.6, -0.6], [-1.6, -0.9, 2.1], [2.3, 0.3, 0.1], [1.2, 0.2, -0.7], [-1.3, 1.2, -0.7], [-0.3, 0.7, -3.6], [-0.3, 0.7, 2.3], [-0.7, 2.8, -1.2], [-0.5, -0.1, -0.1], [2.7, 0.9, -1.2], [0.9, 0.0, 2.4], [-0.2, 0.0, 0.0], [-0.5, 0.1, 0.6], [1.4, 1.5, 0.7], [1.7, -1.1, 1.1], [1.5, -1.8, 0.2], [-1.6, -0.3, -0.7], [0.1, 0.3, -0.7], [0.1, 0.2, 0.9], [-1.2, -0.9, -1.0], [-1.2, -0.3, -1.3]]
}

***

{
  "formula": "C3H4N2",
  "method": "wB97M-V/def2-TZVPD",
  "gap_ev": 10.00,
  "e_tot_ha": -226.2012,
  "relative_energy_ev": 0.653,
  "e_homo_ha": -0.334,
  "e_lumo_ev": 0.916,
  "total_charge": 0,
  "elements": ["N", "N", "C", "C", "C", "H", "H", "H", "H"],
  "coordinates": [[1.66362, -0.05066, 0.00717], [-0.44274, -0.65346, 0.05794], [0.84911, 1.09719, 0.02940], [-0.42869, 0.69177, -0.06122], [0.82000, -1.07515, -0.04913], [1.20983, 2.11886, 0.09881], [-1.22804, -1.10653, -0.14535], [-1.44246, 1.07051, 0.02386], [0.98016, -2.17382, 0.12118]],
  "forces_ev_per_a": [[-0.6, -0.2, -0.1], [2.8, 1.9, -0.5], [0.9, -0.6, -0.5], [-2.1, 0.6, 1.3], [1.3, -0.9, 1.5], [0.2, -0.5, -0.1], [-3.6, -2.8, -0.7], [0.5, 1.0, -0.2], [0.5, 1.4, -0.6]]
}

***

{
  "formula": "C42H106ClN3O12PS",
  "method": "wB97M-V/def2-TZVPD",
  "gap_ev": 8.80,
  "e_tot_ha": -3930.4695,
  "e_homo_ha": -0.413,
  "e_lumo_ev": -2.429,
  "total_charge": 1,
  "elements": ["Cl", "S", "P", "O", "O", "O", "O", "O", "O", "O", "O", "O", "O", "O", "O", "N", "N", "N", "C", "C", "C", "C", "C", "C", "C", "C", "C", "C", "C", "C", "C", "C", "C", "C", "C", "C", "C", "C", "C", "C", "C", "C", "C", "C", "C", "C", "C", "C", "C", "C", "C", "C", "C", "C", "C", "C", "C", "C", "C", "C", "H", "H", "H", "H", "H", "H", "H", "H", "H", "H", "H", "H", "H", "H", "H", "H", "H", "H", "H", "H", "H", "H", "H", "H", "H", "H", "H", "H", "H", "H", "H", "H", "H", "H", "H", "H", "H", "H", "H", "H", "H", "H", "H", "H", "H", "H", "H", "H", "H", "H", "H", "H", "H", "H", "H", "H", "H", "H", "H", "H", "H", "H", "H", "H", "H", "H", "H", "H", "H", "H", "H", "H", "H", "H", "H", "H", "H", "H", "H", "H", "H", "H", "H", "H", "H", "H", "H", "H", "H", "H", "H", "H", "H", "H", "H", "H", "H", "H", "H", "H", "H", "H", "H", "H", "H", "H"],
  "coordinates": [[-6.51915, -0.41072, -0.58676], [-2.03032, -1.48433, -5.89209], [-1.92836, 0.41824, -5.57607], [-2.86534, 1.18029, 0.91002], [2.15510, 5.07290, 6.03485], [9.45594, -1.34665, 2.46915], [-4.04856, -8.56305, -9.45213], [11.48091, 1.34873, 1.75528], [-6.07418, 1.18497, 4.17407], [0.22579, 0.98889, 4.59038], [-5.81298, 5.15874, -1.80666], [2.26171, 1.76807, -2.22643], [-2.87081, -3.42987, -9.28618], [-1.39714, -2.80933, -0.70701], [4.37708, 0.66403, 0.56889], [2.56028, -1.05366, -2.41870], [-2.17181, 1.45355, -1.78825], [-1.78248, 0.84696, -3.86904], [11.15825, 2.73618, 1.80452], [10.93815, 3.25652, 0.39242], [0.23624, 2.36014, 6.57890], [4.97967, 1.53826, 2.70864], [-5.87896, 5.88794, -0.57784], [0.73804, 1.08225, 5.92798], [-1.97786, 0.68295, 1.92659], [0.28658, 1.55606, -0.76340], [-6.40043, 2.57357, 4.21281], [-7.70337, 2.76776, 4.97219], [1.80514, -0.54623, -1.25133], [-0.51045, 0.88468, -3.23491], [-7.30772, 5.87693, -0.05802], [-5.23849, -10.32997, -10.57561], [9.92201, 2.93867, 2.66753], [8.71105, -2.40785, 3.06666], [-1.80748, -0.81606, 1.75267], [-2.38067, -5.35377, -7.92349], [-5.26251, -10.12067, -8.07337], [1.74530, 1.02738, -1.11463], [2.25572, 1.04154, 5.86762], [2.67519, 5.16383, 7.36204], [-5.27145, 1.54279, -2.24498], [-0.75758, 1.30876, -1.87889], [-2.53445, 1.02934, 3.30136], [5.17972, 0.40624, 1.71769], [8.99574, -2.44857, 4.55997], [-0.50360, -5.03354, -0.46747], [-4.26571, 1.20326, -3.42448], [-2.97541, -4.85333, -9.23040], [6.63979, 0.25746, 1.32432], [4.19455, 5.12192, 7.31507], [9.07662, -3.72354, 2.39754], [-6.50222, 3.11020, 2.79281], [2.17689, 6.44318, 8.01532], [-4.43243, -5.26200, -9.36471], [-5.38363, 7.30743, -0.80368], [-5.22501, -9.37086, -9.39586], [-2.97699, -4.62549, -0.61626], [-2.77954, 1.18972, -2.98130], [-5.04884, 0.62136, -0.97232], [-1.64348, -4.08915, -0.12048], [-4.85123, -4.88762, -10.30175], [2.47964, 5.83266, 5.53596], [-3.09595, 1.12076, -6.03026], [-6.13699, -10.95057, -10.56991], [0.44878, -4.63080, -0.11516], [-1.01361, 1.17985, 1.78717], [2.58944, 0.12155, 5.38134], [3.19860, 1.54336, -2.36078], [5.28936, 2.49968, 2.28698], [10.73348, 0.88357, 1.35719], [-3.20222, -5.59654, -0.17098], [10.09008, 2.55112, 3.67471], [-4.36201, -10.98474, -10.55492], [10.14365, -3.93548, 2.51313], [-1.87028, 0.67918, 4.09516], [-6.38794, 5.59926, -2.44467], [2.54417, 6.53257, 9.03976], [-5.24149, -9.42065, -7.23499], [0.55722, 1.75070, 4.09842], [-7.28013, 2.58240, 2.23209], [9.06673, 2.39325, 2.25610], [-4.38682, -10.76841, -7.96823], [6.76197, -0.55180, 0.60085], [-2.76936, -1.33093, 1.84216], [-3.71935, 0.74501, 1.02819], [-6.73386, 4.17767, 2.78929], [-5.26470, 2.65657, -1.98183], [0.40369, 2.68025, -0.68170], [5.55156, 1.36247, 3.62224], [-0.41538, -5.15552, -1.55159], [-6.08260, -8.69697, -9.46048], [4.66238, 1.49311, 0.16466], [-5.56255, 2.95443, 2.25601], [10.05999, -2.61727, 4.74876], [-2.43010, -6.44294, -7.85923], [2.42036, -0.49097, -3.26195], [2.70735, 1.09682, 6.86051], [-7.61947, 2.36877, 5.98511], [7.26352, 0.04427, 2.19430], [-6.29816, 1.28743, -2.64060], [8.73878, -1.49433, 5.02556], [-6.78484, 0.72485, 3.71043], [4.62231, 5.17175, 8.31852], [-5.58921, 3.08102, 4.73975], [-4.53996, -6.34832, -9.34288], [-4.43568, 1.90762, -4.28737], [-4.36076, 7.30048, -1.18692], [7.65242, -2.19308, 2.90028], [-7.98762, 6.34137, -0.77849], [-0.75371, 0.95761, -6.19872], [8.87722, -3.67638, 1.32460], [-2.65976, 2.11092, 3.40173], [-5.99850, 7.82015, -1.54935], [-5.03440, -4.83437, -8.55566], [2.50289, 7.32153, 7.44989], [-6.16173, -10.73504, -7.99293], [-5.22487, 5.37958, 0.13489], [-5.20042, -9.77909, -11.51786], [2.62444, 1.87640, 5.26326], [0.55935, 3.23807, 6.01261], [4.82143, -0.53071, 2.15051], [-2.97250, -4.73359, -1.70538], [-4.19949, -0.10664, -1.09296], [12.00973, 3.24983, 2.25644], [-1.33620, -5.04478, -7.83422], [-7.38693, 6.41205, 0.89033], [7.00942, 1.16966, 0.84474], [-3.37325, -3.06646, -8.54687], [10.70581, 4.32395, 0.39614], [11.82878, 3.09507, -0.21859], [-3.28303, -9.14824, -9.39591], [-4.56512, 0.17948, -3.80853], [-7.97095, 3.82480, 5.03419], [-2.69266, 1.74251, -0.95566], [-4.82108, 1.28722, -0.08883], [0.36536, 0.21996, 6.48565], [0.60415, 2.45155, 7.60331], [10.11694, 2.72205, -0.09554], [2.11873, -1.95435, -2.65167], [-2.40342, -5.25203, -10.07096], [-7.65462, 4.85155, 0.08949], [-3.78474, -3.93234, -0.36974], [-1.68481, -3.94557, 0.96170], [-3.52263, 0.58194, 3.44883], [-8.52179, 2.22864, 4.48532], [3.92191, 1.62896, 2.96762], [0.42844, 0.62216, -3.76981], [2.36649, 1.31565, -0.21456], [4.58892, 5.95546, 6.72588], [-1.41825, -1.04512, 0.75911], [-1.35816, -2.92423, -1.66489], [4.53809, 4.20306, 6.83404], [-5.40553, 7.88517, 0.12241], [8.50856, -4.55404, 2.82225], [-0.65457, -6.01682, -0.01771], [0.75005, -0.95486, -1.18878], [-1.12285, -1.22403, 2.49940], [-2.91249, -4.92861, -7.06581], [-0.85619, 2.37899, 6.59717], [9.65914, 3.99676, 2.73946], [1.08501, 6.46469, 8.03257], [2.33723, -0.93016, -0.32892], [8.42528, -3.24093, 5.04943], [2.30101, 4.29938, 7.91516], [-0.03930, 1.19968, 0.24734], [10.39441, -1.52594, 2.61001]],
  "forces_ev_per_a": [[0.9, 0.8, -0.2], [0.0, 0.6, 0.2], [-0.3, -1.6, -0.6], [0.1, 0.3, -0.3], [-0.2, -0.3, -0.1], [-0.2, 0.2, -0.2], [0.0, 0.2, 0.0], [0.3, -0.1, 0.1], [0.3, -0.1, 0.0], [0.0, -0.3, 0.1], [0.3, -0.4, 0.0], [-0.3, -0.4, -0.2], [0.3, 0.2, -0.2], [0.1, 0.4, 0.0], [-0.4, -0.3, -0.4], [-1.0, -0.2, -0.2], [0.4, -0.1, -2.0], [0.4, 0.8, 0.8], [-0.6, -0.2, -0.3], [0.2, 0.1, -0.1], [-0.3, 0.1, 0.0], [-0.2, 0.0, 0.3], [-0.5, 0.5, -0.2], [0.4, 0.5, -0.1], [-0.3, -0.5, 1.0], [0.3, 0.9, -0.8], [-0.6, -0.2, -0.3], [0.0, 0.1, 0.3], [-0.3, 0.0, 1.0], [-1.3, 1.0, 2.6], [-0.1, -0.2, 0.1], [-0.1, 0.1, -0.2], [0.0, 0.1, 0.3], [0.7, -0.3, 0.2], [0.2, 0.1, -0.3], [0.3, -0.1, 0.0], [-0.1, 0.1, 0.2], [0.0, 0.0, 1.4], [0.1, -0.2, -0.1], [0.4, 0.6, -0.1], [-0.3, -0.1, -0.2], [0.4, -1.3, -2.5], [-0.1, 0.1, 0.0], [0.5, 0.6, 0.0], [-0.2, 0.2, 0.2], [0.2, 0.0, 0.2], [-0.4, -0.2, 0.9], [-0.5, 0.1, 0.6], [0.0, -0.2, -0.1], [0.1, -0.3, 0.0], [-0.2, -0.1, -0.2], [0.2, 0.1, -0.1], [-0.2, 0.0, 0.1], [-0.2, -0.1, -0.2], [0.3, 0.0, 0.0], [0.4, -0.6, 0.0], [-0.2, 0.1, 0.1], [1.0, -0.1, -0.8], [0.2, 0.5, -0.1], [0.0, -0.4, -0.6], [0.1, 0.0, 0.0], [0.0, -0.1, 0.1], [0.9, 0.2, 0.5], [0.1, 0.0, 0.0], [-0.1, 0.0, 0.1], [-0.3, 0.1, 0.0], [0.0, 0.0, 0.1], [-0.5, 0.0, 0.2], [0.1, -0.1, -0.1], [0.0, 0.1, 0.1], [0.0, 0.0, -0.1], [0.0, 0.1, 0.0], [-0.1, 0.0, 0.1], [0.0, 0.0, 0.1], [-0.1, 0.1, -0.2], [0.0, 0.0, 0.1], [0.0, 0.0, -0.1], [-0.1, 0.0, -0.1], [0.0, 0.0, 0.2], [-0.1, 0.0, 0.1], [0.0, 0.1, -0.1], [-0.1, -0.1, -0.1], [0.0, 0.0, 0.1], [0.0, 0.1, 0.1], [0.3, -0.1, 0.4], [0.0, 0.0, 0.0], [0.1, -1.5, -0.3], [-0.2, -1.1, 0.0], [0.0, 0.1, 0.0], [-0.1, -0.1, 0.0], [0.2, 0.1, 0.0], [0.2, -0.1, 0.2], [0.0, 0.1, 0.1], [0.0, -0.1, -0.1], [0.0, 0.0, 0.0], [-0.1, 0.0, 0.4], [0.0, 0.0, 0.0], [0.1, 0.1, 0.0], [0.0, 0.0, -0.1], [1.1, 0.5, 0.4], [0.0, -0.1, 0.0], [0.0, 0.1, 0.1], [0.0, 0.0, -0.1], [0.1, -0.2, 0.0], [0.0, 0.1, 0.0], [0.4, -0.5, 1.0], [0.0, 0.0, 0.1], [0.1, 0.1, -0.1], [0.1, 0.1, 0.0], [-0.7, 0.4, 0.7], [-0.1, 0.0, 0.1], [0.1, 0.0, 0.0], [-0.1, 0.0, 0.1], [0.1, 0.0, 0.1], [0.1, -0.1, 0.0], [0.1, 0.0, 0.0], [0.0, -0.1, -0.2], [-0.1, 0.0, 0.1], [0.0, 0.1, 0.2], [0.2, -0.1, 0.1], [-0.1, 0.0, -0.2], [0.1, -0.1, 0.0], [-0.9, 0.7, 0.1], [0.0, -0.2, 0.0], [0.0, 0.0, -0.1], [0.0, 0.0, -0.1], [0.0, 0.1, 0.1], [0.0, -0.1, -0.1], [0.0, 0.0, 0.0], [0.0, 0.1, 0.1], [-0.1, 0.0, 0.0], [0.7, 0.9, 0.4], [0.0, -0.1, 0.0], [0.4, -0.3, 0.3], [-0.8, -0.9, -1.1], [-0.1, -0.1, -0.3], [0.0, 0.0, 0.0], [-0.1, 0.0, 0.1], [0.6, 0.4, 0.1], [0.0, 0.2, 0.0], [0.1, 0.0, 0.1], [0.0, -0.1, 0.1], [0.0, 0.2, -0.1], [0.0, 0.0, -0.1], [0.0, 0.1, -0.1], [0.1, -0.1, 0.1], [-1.0, 0.4, 0.7], [-0.8, -0.5, -0.9], [-0.1, 0.1, 0.1], [0.0, 0.0, 0.1], [0.0, -0.1, 0.1], [0.0, 0.0, 0.1], [0.0, 0.0, -0.1], [0.1, 0.0, 0.0], [0.0, 0.0, -0.1], [1.0, 0.4, -0.2], [-0.1, 0.1, 0.0], [-0.1, -0.1, -0.1], [0.0, -0.1, 0.1], [0.0, 0.0, 0.0], [0.1, -0.1, 0.0], [-0.6, 0.5, -1.0], [0.1, 0.0, 0.0], [-0.1, 0.0, -0.2], [0.3, 0.0, -1.2], [-0.1, 0.0, 0.0]]
}